Entry from the OMol25 dataset: the molecule C17H24BrCl2F4IO5S at a distorted geometry (ωB97M-V/def2-TZVPD).

Output
HOMO in eV: -9.8
Spin multiplicity: 1
Kohn-Sham gap in hartree: 0.32479
Structure (SMILES): CCC[C@@]1([C@H](C)F)[C@H](Br)[C@@](CCOC(C)=O)(C(F)(F)F)[C@@](I)([C@@H](Cl)[C@H](C)Cl)OS1(=O)=O

Geometry as XYZ:
```
55
Properties=species:S:1:pos:R:3:nbo_charge:R:1
C -1.857 1.989 3.989 -0.64
C -2.781 1.911 2.632 -0.44
C -2.239 2.692 1.340 -0.43
C -1.304 1.878 0.208 -0.30
C -0.509 3.185 -0.401 0.19
C -1.445 4.300 -1.183 -0.67
F 0.654 2.937 -1.259 -0.40
C -0.369 0.702 0.828 -0.28
Br 1.019 1.669 1.934 0.07
C 0.184 -0.547 -0.069 -0.15
C 1.693 -0.351 -0.697 -0.49
C 2.993 -0.605 0.252 -0.12
O 3.743 -1.869 -0.062 -0.57
C 4.795 -1.882 1.006 0.80
C 4.618 -3.008 2.209 -0.73
O 5.853 -1.069 1.035 -0.56
C 0.191 -1.843 0.994 1.00
F -1.204 -2.344 1.288 -0.34
F 1.083 -2.959 0.675 -0.33
F 0.665 -1.473 2.382 -0.36
C -0.779 -0.877 -1.414 0.18
I -0.236 0.411 -3.162 0.24
C -0.872 -2.425 -1.866 -0.27
Cl -2.574 -3.155 -1.409 -0.03
C -0.859 -2.829 -3.458 -0.22
C 0.613 -2.843 -4.194 -0.66
Cl -2.278 -2.213 -4.482 -0.04
O -2.196 -0.563 -1.186 -0.69
S -2.573 1.037 -0.856 2.10
O -3.104 1.850 -2.101 -0.83
O -3.954 0.860 -0.081 -0.87
H -1.041 1.137 4.029 0.22
H -1.348 3.028 4.171 0.21
H -2.593 1.785 4.905 0.22
H -3.006 0.751 2.458 0.24
H -3.840 2.374 2.931 0.24
H -3.191 3.173 0.798 0.28
H -1.675 3.650 1.778 0.24
H -0.026 3.882 0.450 0.23
H -1.221 4.216 -2.346 0.25
H -1.171 5.420 -0.883 0.23
H -2.594 4.170 -1.035 0.25
H -1.068 0.169 1.638 0.29
H 1.895 0.748 -1.121 0.30
H 1.785 -1.177 -1.556 0.25
H 2.816 -0.590 1.404 0.21
H 3.818 0.241 0.064 0.22
H 3.911 -2.506 3.026 0.25
H 4.105 -3.945 1.689 0.25
H 5.690 -3.254 2.641 0.26
H -0.122 -3.189 -1.422 0.28
H -1.104 -4.007 -3.405 0.25
H 1.401 -2.463 -3.404 0.22
H 0.640 -2.235 -5.213 0.25
H 0.970 -3.943 -4.488 0.23
```